No. 1
{"formula": "C4H7P", "method": "ωB97M-V/def2-TZVPD", "symbols": ["C", "C", "C", "C", "P", "H", "H", "H", "H", "H", "H", "H"], "coordinates": [[-3.4657, 0.1910, 0.0700], [-2.2428, 0.2741, -0.0125], [1.1209, 0.7047, -1.2206], [0.4349, -0.0140, 1.3958], [0.0085, 1.2631, 0.1813], [-4.4718, 0.0283, -0.0580], [1.2637, 1.3487, -2.0796], [0.7565, -0.3109, -1.4240], [2.0011, 0.3860, -0.6600], [-0.3532, 0.1275, 2.1765], [1.5538, -0.1483, 1.8103], [0.4236, -1.0095, 0.8563]], "lowdin_charge": [-0.100, -0.201, -0.340, -0.445, 0.886, -0.041, 0.027, 0.032, 0.022, 0.027, 0.090, 0.042], "de_lowest_kcal_mol": 89.92, "multiplicity": 1, "charge": 0}

=====

No. 2
{"formula": "C48H123N9O15", "method": "ωB97M-V/def2-TZVPD", "symbols": ["C", "O", "C", "C", "N", "C", "C", "O", "C", "H", "H", "H", "H", "H", "H", "H", "H", "H", "H", "H", "H", "H", "H", "H", "C", "O", "C", "C", "N", "C", "C", "O", "C", "H", "H", "H", "H", "H", "H", "H", "H", "H", "H", "H", "H", "H", "H", "H", "C", "O", "C", "C", "N", "C", "C", "O", "C", "H", "H", "H", "H", "H", "H", "H", "H", "H", "H", "H", "H", "H", "H", "H", "C", "O", "C", "C", "N", "C", "C", "O", "C", "H", "H", "H", "H", "H", "H", "H", "H", "H", "H", "H", "H", "H", "H", "H", "C", "O", "C", "C", "N", "C", "C", "O", "C", "H", "H", "H", "H", "H", "H", "H", "H", "H", "H", "H", "H", "H", "H", "H", "C", "O", "C", "C", "N", "C", "C", "O", "C", "H", "H", "H", "H", "H", "H", "H", "H", "H", "H", "H", "H", "H", "H", "H", "C", "C", "C", "O", "C", "N", "H", "H", "H", "H", "H", "H", "H", "H", "H", "H", "H", "C", "C", "C", "O", "C", "N", "H", "H", "H", "H", "H", "H", "H", "H", "H", "H", "H", "C", "C", "C", "O", "C", "N", "H", "H", "H", "H", "H", "H", "H", "H", "H", "H", "H"], "coordinates": [[3.0770, 3.1319, 3.1800], [3.5397, 4.4762, 3.0921], [2.5152, 5.4422, 3.0828], [2.0577, 5.8020, 4.5111], [0.8629, 6.6033, 4.4743], [-0.3736, 5.8218, 4.3001], [-1.5996, 6.5358, 4.8458], [-1.4673, 7.9184, 4.6300], [-2.6028, 8.6332, 5.0082], [2.8913, 2.9341, 4.2416], [3.8730, 2.5338, 2.7457], [2.1245, 3.0062, 2.6586], [1.6624, 5.0348, 2.5239], [2.7920, 6.3548, 2.5602], [2.8815, 6.3756, 4.9430], [1.9681, 4.8658, 5.0828], [0.6917, 7.2325, 5.2466], [-0.2893, 4.8085, 4.7234], [-0.4439, 5.6547, 3.2174], [-1.7797, 6.2209, 5.8813], [-2.4627, 6.2114, 4.2457], [-3.5412, 8.1586, 4.6911], [-2.6061, 9.6132, 4.5271], [-2.6306, 8.8009, 6.0920], [2.9530, -0.8348, 2.2153], [2.0035, -1.7829, 1.7681], [1.4056, -2.5411, 2.7993], [0.5909, -1.7416, 3.8075], [0.4564, -2.4413, 5.0880], [1.6687, -2.8528, 5.7596], [2.6860, -1.7225, 5.9841], [1.9737, -0.5849, 6.4395], [2.7918, 0.5602, 6.5411], [2.5057, -0.0619, 2.8526], [3.3141, -0.3204, 1.3255], [3.7522, -1.3333, 2.7729], [2.0742, -3.2936, 3.2294], [0.6884, -3.1454, 2.2328], [-0.4357, -1.6979, 3.4186], [0.7861, -0.6708, 3.9549], [-0.0776, -1.8922, 5.7453], [2.1863, -3.6562, 5.2289], [1.4354, -3.2841, 6.7349], [3.1728, -1.4735, 5.0352], [3.3986, -2.0253, 6.7589], [3.1117, 0.7016, 7.5781], [2.2452, 1.4475, 6.2144], [3.6802, 0.5038, 5.9043], [-9.3757, -2.2305, -3.3930], [-8.1883, -2.6562, -2.7474], [-7.5654, -1.6936, -1.9284], [-6.8268, -0.6415, -2.7552], [-5.9450, -1.2048, -3.7562], [-4.6967, -1.6733, -3.1853], [-3.7393, -2.0724, -4.2880], [-4.2744, -3.1259, -5.0489], [-3.7296, -3.1685, -6.3551], [-9.5311, -2.8681, -4.2625], [-9.2857, -1.2097, -3.7788], [-10.2406, -2.3046, -2.7281], [-6.8785, -2.2818, -1.3121], [-8.2490, -1.2240, -1.2060], [-6.2812, 0.0417, -2.0992], [-7.6179, -0.0046, -3.1699], [-6.4839, -1.9395, -4.1987], [-4.8227, -2.6076, -2.6118], [-4.2089, -0.8850, -2.6140], [-2.7424, -2.3212, -3.9053], [-3.6053, -1.1680, -4.9052], [-4.2637, -2.4564, -6.9930], [-3.7756, -4.1875, -6.7296], [-2.6744, -2.8684, -6.3604], [0.5277, 8.2443, 1.6688], [0.9407, 7.2029, 0.8021], [0.0189, 6.9604, -0.2724], [-1.2466, 6.2489, 0.1902], [-2.3994, 7.0634, 0.5801], [-2.9999, 7.7376, -0.5494], [-4.1034, 8.6815, -0.1242], [-3.5121, 9.7562, 0.5647], [-4.4603, 10.5683, 1.2223], [-0.4577, 8.0871, 2.1080], [0.5366, 9.1740, 1.0735], [1.2622, 8.3897, 2.4530], [0.6152, 6.2943, -0.8979], [-0.1369, 7.9024, -0.8120], [-0.9692, 5.5993, 1.0178], [-1.5210, 5.6177, -0.6610], [-2.0648, 7.8004, 1.1950], [-3.3687, 7.0248, -1.2954], [-2.3347, 8.3671, -1.1728], [-4.8451, 8.1406, 0.4826], [-4.6390, 9.0224, -1.0225], [-5.3338, 10.8502, 0.6276], [-3.9652, 11.4837, 1.5440], [-4.8001, 10.0478, 2.1286], [1.9616, -7.8963, 3.0532], [1.0039, -7.1335, 3.7037], [0.0979, -6.4129, 2.8796], [-0.8717, -7.1835, 2.0044], [-0.2671, -7.7433, 0.8086], [-1.1661, -8.4458, -0.0753], [-2.0471, -7.5125, -0.8656], [-1.4734, -7.1692, -2.0955], [-2.1884, -6.1215, -2.7136], [2.8155, -8.1157, 3.6955], [2.4250, -7.3409, 2.2158], [1.5894, -8.8458, 2.6533], [0.6820, -5.6831, 2.2963], [-0.4813, -5.8121, 3.5846], [-1.5839, -6.4248, 1.6690], [-1.3796, -7.9440, 2.6167], [0.5787, -8.2310, 1.0412], [-1.8044, -9.1483, 0.4879], [-0.5602, -9.0721, -0.7323], [-2.2413, -6.6116, -0.2597], [-3.0595, -7.9276, -0.9856], [-1.7456, -5.1524, -2.4424], [-3.2613, -6.0909, -2.5167], [-2.0207, -6.1945, -3.7904], [-0.2534, 2.6841, 1.3437], [0.3551, 2.9314, 0.1145], [0.4974, 1.8008, -0.7374], [-0.8195, 1.1582, -1.1222], [-0.5250, -0.1796, -1.6256], [-0.1459, -1.1090, -0.5789], [-0.4662, -2.5557, -0.9381], [-1.8171, -2.6681, -1.3639], [-2.7323, -2.8692, -0.3105], [0.1461, 1.7713, 1.8195], [-1.3437, 2.5728, 1.2982], [-0.0409, 3.5090, 2.0232], [1.2678, 1.1936, -0.2516], [0.9426, 2.1664, -1.6653], [-1.2674, 1.7028, -1.9527], [-1.5034, 1.1279, -0.2642], [-1.3244, -0.6205, -2.0710], [-0.5405, -0.8498, 0.4248], [0.9288, -1.0170, -0.3848], [-0.2827, -3.2190, -0.0898], [0.2335, -2.7682, -1.7505], [-3.6320, -3.2487, -0.7947], [-2.9324, -1.9390, 0.2269], [-2.4167, -3.6581, 0.3833], [1.5328, -5.4115, -3.0422], [2.2804, -6.2818, -2.0211], [2.4157, -5.6072, -0.6791], [3.1370, -4.4043, -0.6968], [4.5316, -4.6279, -0.8260], [1.5511, -7.5432, -1.8324], [1.4663, -5.9173, -4.0054], [2.1060, -4.4936, -3.2409], [0.5721, -5.1090, -2.6250], [3.2788, -6.4751, -2.4216], [2.8843, -6.3402, 0.0077], [1.4520, -5.4678, -0.1735], [4.6863, -5.1785, -1.7616], [4.9007, -5.2591, -0.0096], [5.0722, -3.6893, -0.8926], [1.3386, -7.9076, -2.7502], [0.7096, -7.3006, -1.3287], [7.3595, 2.4443, -2.9314], [6.2261, 3.0614, -2.1253], [5.9054, 2.2665, -0.8690], [5.0929, 1.1196, -1.0583], [3.8190, 1.4031, -1.5462], [6.7873, 4.3288, -1.6060], [7.1597, 1.4470, -3.3355], [8.2375, 2.2559, -2.3085], [7.6215, 3.1103, -3.7553], [5.3546, 3.2435, -2.7557], [5.3831, 2.9409, -0.1697], [6.8170, 1.9636, -0.3583], [3.8080, 1.6326, -2.6235], [3.3231, 2.2642, -1.0783], [3.2195, 0.4991, -1.4431], [6.0828, 5.0025, -1.3224], [7.2799, 4.7935, -2.3631], [-0.4965, -0.6795, -5.1539], [0.7823, -1.4510, -5.4656], [1.7486, -1.2553, -4.3341], [3.0013, -1.8455, -4.6153], [3.8606, -1.7817, -3.4951], [0.2998, -2.7952, -5.7623], [-0.3983, 0.3820, -4.9067], [-1.0914, -1.0503, -4.3124], [-1.2157, -0.7464, -5.9740], [1.1360, -0.9847, -6.3886], [1.3406, -1.6460, -3.3904], [1.8540, -0.1692, -4.1798], [3.8474, -0.8230, -2.9703], [4.8862, -1.8698, -3.8656], [3.7239, -2.6059, -2.7850], [-0.2428, -3.1522, -4.9762], [0.9934, -3.5333, -5.8541]], "lowdin_charge": [-0.082, -0.182, -0.217, -0.202, -0.055, -0.193, -0.223, -0.195, -0.119, 0.070, 0.089, 0.064, 0.095, 0.118, 0.123, 0.105, 0.109, 0.119, 0.085, 0.126, 0.124, 0.088, 0.087, 0.091, -0.091, -0.197, -0.207, -0.194, -0.059, -0.210, -0.213, -0.198, -0.109, 0.069, 0.085, 0.091, 0.117, 0.106, 0.113, 0.107, 0.105, 0.104, 0.118, 0.097, 0.126, 0.088, 0.075, 0.086, -0.100, -0.197, -0.232, -0.222, -0.039, -0.209, -0.258, -0.180, -0.096, 0.089, 0.080, 0.087, 0.114, 0.123, 0.116, 0.102, 0.109, 0.112, 0.123, 0.097, 0.121, 0.092, 0.086, 0.068, -0.106, -0.212, -0.189, -0.194, -0.039, -0.238, -0.249, -0.187, -0.114, 0.062, 0.095, 0.078, 0.121, 0.116, 0.095, 0.117, 0.079, 0.122, 0.119, 0.125, 0.124, 0.087, 0.086, 0.085, -0.135, -0.171, -0.208, -0.197, -0.066, -0.206, -0.241, -0.188, -0.099, 0.090, 0.083, 0.086, 0.109, 0.125, 0.106, 0.129, 0.079, 0.118, 0.123, 0.109, 0.127, 0.071, 0.093, 0.092, -0.140, -0.186, -0.209, -0.186, -0.041, -0.224, -0.186, -0.223, -0.094, 0.091, 0.087, 0.058, 0.104, 0.123, 0.125, 0.106, 0.086, 0.119, 0.100, 0.113, 0.108, 0.076, 0.092, 0.084, -0.042, -0.422, -0.236, -0.188, -0.098, 0.058, 0.081, 0.066, 0.060, 0.125, 0.115, 0.115, 0.080, 0.091, 0.086, 0.071, 0.018, -0.067, -0.431, -0.203, -0.173, -0.152, 0.024, 0.079, 0.083, 0.074, 0.127, 0.121, 0.129, 0.088, 0.091, 0.070, 0.074, 0.063, -0.084, -0.415, -0.222, -0.167, -0.093, 0.050, 0.081, 0.041, 0.074, 0.143, 0.112, 0.127, 0.059, 0.093, 0.071, 0.064, 0.070], "de_lowest_kcal_mol": 43.01, "multiplicity": 1, "charge": 0}

=====

No. 3
{"formula": "C19H22N2O4S", "method": "ωB97M-V/def2-TZVPD", "symbols": ["C", "H", "O", "C", "C", "H", "H", "C", "N", "C", "O", "C", "C", "C", "C", "C", "C", "H", "H", "C", "N", "C", "O", "C", "H", "H", "S", "C", "C", "C", "C", "C", "O", "H", "H", "H", "H", "H", "H", "H", "H", "H", "H", "H", "H", "H", "H", "H"], "coordinates": [[1.7427, 4.2496, 2.7451], [1.7873, 5.1861, 2.1770], [1.4303, 3.1649, 1.9050], [2.3167, 2.9980, 0.8172], [3.6853, 2.4120, 1.1947], [4.3233, 3.1743, 1.6434], [4.1591, 2.0712, 0.2742], [3.5570, 1.2319, 2.1735], [2.4346, 0.3784, 1.8675], [2.5082, -0.5958, 0.9269], [3.5466, -0.9331, 0.3947], [1.1869, -1.2178, 0.6089], [0.9297, -1.5877, -0.7064], [-0.3025, -2.0990, -1.0591], [-1.2933, -2.2639, -0.0978], [-1.0173, -1.9470, 1.2260], [0.2104, -1.4203, 1.5779], [0.4113, -1.1797, 2.6115], [-1.7757, -2.0990, 1.9801], [-2.6556, -2.7662, -0.4837], [-3.1877, -2.1130, -1.6458], [-3.1790, -2.7513, -2.8357], [-3.5036, -2.2488, -3.8863], [-2.7350, -4.1965, -2.6959], [-3.4692, -4.8591, -3.1526], [-1.7718, -4.3489, -3.1864], [-2.6148, -4.5582, -0.9282], [-3.5987, -0.7227, -1.5472], [-2.4442, 0.2082, -1.3745], [-1.5338, 0.6844, -2.2713], [-0.6411, 1.4977, -1.5327], [-1.0748, 1.4562, -0.2446], [-2.1644, 0.6774, -0.1375], [-0.7167, 1.9288, 0.6490], [0.1989, 2.0395, -1.9160], [-1.5105, 0.4808, -3.3219], [-4.2820, -0.6158, -0.6992], [-4.1200, -0.4997, -2.4826], [-3.3500, -2.6668, 0.3591], [-0.5027, -2.3528, -2.0897], [1.7041, -1.4534, -1.4460], [1.5299, 0.7533, 2.1088], [4.4611, 0.6214, 2.1262], [3.4242, 1.5991, 3.1939], [1.8008, 2.3110, 0.1410], [2.4586, 3.9555, 0.2961], [2.6960, 4.1057, 3.2642], [0.9413, 4.3111, 3.4792]], "lowdin_charge": [-0.101, 0.092, -0.216, -0.229, -0.142, 0.106, 0.116, -0.169, 0.064, -0.455, 0.077, -0.135, 0.006, -0.016, -0.243, -0.023, -0.021, 0.116, 0.118, -0.483, -0.066, -0.528, 0.074, -0.360, 0.085, 0.085, 0.941, -0.035, -0.264, -0.015, -0.057, -0.115, 0.046, 0.114, 0.100, 0.118, 0.142, 0.138, 0.120, 0.122, 0.125, 0.122, 0.122, 0.118, 0.104, 0.125, 0.085, 0.092], "de_lowest_kcal_mol": 31.79, "multiplicity": 1, "charge": 0}